Entry from the OMol25 dataset: 3 unconnected molecules or ions with the total composition C34H30ClO9P (the ωB97M-V functional and the def2-TZVPD basis).

Last column: Löwdin charge in e.
Positions of all 75 atoms, in Å:
C1 2.46110 -1.58244 -3.28931  -0.081
C2 0.97079 -1.83998 -2.97767  -0.184
C3 -0.00496 -1.18844 -3.97313  -0.188
O1 -0.74937 -0.26789 -3.19340  -0.126
O2 -1.67084 0.41548 -4.08429  -0.147
P1 -3.13605 0.44597 -3.40757  0.400
O3 -3.34702 1.65167 -2.61731  -0.211
O4 -4.04703 0.33354 -4.70856  -0.074
O5 -3.23109 -0.92235 -2.57928  -0.213
C4 -4.34236 -1.80183 -2.74132  -0.717
Cl1 -4.82622 -2.28452 -1.08191  0.672
C5 -3.98894 -3.06648 -3.50523  -0.244
C6 -3.37564 -2.85508 -4.89996  -0.079
H1 2.97590 -1.22543 -2.39776  0.069
H2 2.95456 -2.51186 -3.57437  0.068
H3 2.60115 -0.83895 -4.07324  0.070
H4 0.75784 -2.90765 -2.93698  0.109
H5 0.74849 -1.42355 -1.99254  0.088
H6 -0.66424 -1.93922 -4.41710  0.105
H7 0.52691 -0.68271 -4.78359  0.123
H8 -4.95967 0.49352 -4.45411  0.094
H9 -5.22352 -1.29510 -3.12956  0.099
H10 -3.33239 -3.65854 -2.86975  0.104
H11 -4.92087 -3.62536 -3.61270  0.111
H12 -2.55956 -3.56521 -5.04296  0.075
H13 -2.95280 -1.86300 -5.04923  0.043
H14 -4.09989 -3.04074 -5.69278  0.078
O6 2.69871 2.15178 -1.40910  0.091
C7 2.17903 2.97184 -0.67801  -0.284
C8 0.82390 3.51448 -0.96697  -0.086
C9 0.14412 3.06666 -2.09317  0.002
C10 -1.12275 3.54647 -2.37812  -0.062
C11 -1.71994 4.47213 -1.52991  -0.044
C12 -1.04811 4.92649 -0.40784  0.001
C13 0.22997 4.45832 -0.12504  -0.085
C14 0.94945 4.98565 1.06591  -0.279
O7 0.45848 5.84221 1.77171  0.103
C15 2.30234 4.43110 1.36491  -0.081
C16 2.98510 4.88553 2.48587  -0.002
C17 4.23228 4.36785 2.79296  -0.057
C18 4.80314 3.39326 1.98227  -0.057
C19 4.13107 2.94301 0.85854  -0.003
C20 2.88123 3.46155 0.54312  -0.085
H15 0.61796 2.34523 -2.74597  0.115
H16 -1.63966 3.20613 -3.26053  0.090
H17 -2.71366 4.83989 -1.74953  0.111
H18 -1.50345 5.65143 0.25329  0.120
H19 2.53031 5.64169 3.11132  0.120
H20 4.76102 4.72109 3.66884  0.107
H21 5.77371 2.98328 2.22954  0.107
H22 4.56721 2.18623 0.22060  0.119
O8 -1.61452 -3.99137 3.86127  0.105
C21 -0.69105 -3.20451 3.84748  -0.277
C22 -0.47282 -2.29082 2.69069  -0.083
C23 -1.35968 -2.33070 1.62320  0.004
C24 -1.19453 -1.47011 0.55143  -0.044
C25 -0.14150 -0.56112 0.53742  -0.049
C26 0.75512 -0.52728 1.59386  0.009
C27 0.59639 -1.39241 2.67052  -0.081
C28 1.58179 -1.35136 3.78725  -0.277
O9 2.54218 -0.61117 3.75136  0.105
C29 1.35151 -2.24933 4.95636  -0.082
C30 2.23716 -2.20406 6.02610  -0.003
C31 2.02720 -3.01082 7.13140  -0.059
C32 0.93146 -3.86676 7.17373  -0.059
C33 0.05200 -3.92365 6.10612  -0.003
C34 0.26012 -3.11866 4.99274  -0.083
H23 -2.17885 -3.03720 1.64109  0.119
H24 -1.89257 -1.50965 -0.27597  0.083
H25 -0.02241 0.11856 -0.29814  0.101
H26 1.58260 0.16910 1.59493  0.117
H27 3.08373 -1.53227 5.98404  0.120
H28 2.71651 -2.97221 7.96496  0.107
H29 0.76549 -4.49121 8.04204  0.107
H30 -0.80106 -4.58821 6.12700  0.120

Cartesian forces, eV/Å:
C -0.1 -0.3 0.3
C 0.1 0.4 -0.2
C 0.3 -0.6 -0.1
O -0.1 0.5 0.1
O 0.0 -0.6 -0.3
P 0.8 0.6 0.7
O -0.5 -0.2 0.1
O 0.3 -0.5 0.2
O -0.5 0.0 -0.9
C 0.2 -0.4 0.6
Cl -0.1 0.1 0.0
C -0.1 0.2 -0.3
C 0.2 -0.2 0.1
H 0.0 0.1 -0.1
H 0.0 0.1 -0.2
H 0.0 0.0 0.0
H 0.0 0.0 0.1
H -0.1 -0.1 0.0
H -0.1 0.2 0.0
H -0.1 0.2 0.1
H -0.3 0.4 -0.2
H 0.2 0.1 -0.2
H 0.1 0.1 0.0
H 0.1 -0.1 0.2
H -0.1 0.0 0.0
H -0.1 0.0 0.0
H 0.0 0.1 0.0
O 0.0 0.0 0.0
C 0.1 -0.1 -0.1
C 0.0 0.0 0.1
C -0.1 0.0 -0.1
C 0.2 0.2 0.0
C 0.0 0.0 0.0
C -0.1 0.0 -0.1
C 0.0 -0.1 0.0
C 0.0 0.1 0.1
O 0.0 0.0 0.0
C 0.0 -0.1 -0.1
C 0.1 0.0 0.1
C 0.0 0.0 0.0
C 0.0 0.0 0.0
C 0.1 0.0 0.1
C -0.1 0.0 0.0
H 0.0 0.0 0.1
H 0.0 0.0 0.0
H 0.0 0.0 0.0
H 0.1 0.0 0.0
H -0.1 0.0 0.0
H 0.0 0.0 0.0
H 0.0 0.0 0.0
H -0.1 0.0 0.0
O 0.0 0.0 0.0
C -0.1 -0.1 0.0
C 0.1 0.0 0.1
C -0.1 0.0 -0.1
C 0.0 0.0 -0.1
C 0.0 0.0 0.1
C 0.0 0.1 -0.1
C 0.0 0.0 0.0
C 0.1 0.1 0.0
O 0.0 0.0 0.0
C -0.1 0.0 0.0
C 0.0 0.0 0.1
C 0.0 0.0 0.0
C 0.0 0.0 0.0
C 0.0 0.0 0.1
C 0.0 0.1 0.0
H 0.0 0.0 0.1
H 0.0 0.1 0.0
H 0.0 0.0 0.0
H 0.0 0.0 0.0
H 0.0 0.0 -0.1
H 0.0 0.0 0.0
H 0.0 0.0 0.0
H 0.0 0.0 -0.1

Summary:
Structure (SMILES) ... CCCOO[P@@](=O)(O)O[C@H](Cl)CC.O=C1c2ccccc2C(=O)c2ccccc21.O=C1c2ccccc2C(=O)c2ccccc21
Net charge ... 0
E_LUMO ... -0.812 eV
HOMO-LUMO gap ... 8.59 eV
HOMO ... -9.406 eV